{
  "formula": "C38H50CsN10O4P2S3",
  "method": "ωB97M-V/def2-TZVPD",
  "e_lumo_ev": [3.114, 3.114],
  "spin_multiplicity": 2,
  "s_squared": 0.7662,
  "homo_ev": [-0.3, -1.7],
  "charge": -2,
  "orbital_gap_ev": [3.4, 4.8],
  "symbols": ["Cs", "O", "N", "C", "C", "C", "C", "C", "S", "H", "H", "H", "H", "C", "N", "C", "P", "O", "O", "P", "O", "N", "C", "C", "N", "C", "C", "N", "C", "C", "H", "H", "H", "H", "H", "H", "H", "H", "H", "H", "H", "H", "H", "H", "H", "H", "H", "H", "H", "H", "H", "H", "H", "H", "N", "C", "S", "C", "C", "C", "N", "C", "C", "H", "H", "H", "H", "H", "H", "N", "C", "N", "C", "C", "C", "C", "C", "C", "S", "H", "H", "H", "H", "H", "H", "C", "C", "C", "C", "C", "C", "N", "C", "C", "C", "C", "C", "C", "H", "H", "H", "H", "H", "H", "H", "H", "H", "H"],
  "xyz": [[-0.01678, 0.62944, 0.18872], [3.49620, 0.16943, 0.82721], [4.08736, 0.19892, 1.98627], [5.22522, -0.52439, 2.13101], [5.91055, -0.62526, 3.31340], [5.40594, 0.05850, 4.42302], [4.26620, 0.80710, 4.27654], [3.56149, 0.92822, 3.05006], [2.16451, 1.86783, 2.89150], [5.52885, -1.01953, 1.22050], [6.80852, -1.22558, 3.36054], [5.90340, -0.00104, 5.38351], [3.84239, 1.34842, 5.11021], [1.31821, -4.99427, -0.50733], [1.46787, -4.17221, -1.69723], [1.58356, -4.87114, -2.95806], [1.63966, -2.54830, -1.58553], [1.35806, -2.03583, -0.23993], [0.64232, -2.03191, -2.71285], [-0.03709, -0.77315, -3.44570], [0.02156, 0.47001, -2.66740], [-1.49646, -1.43844, -3.80949], [-2.48098, -0.45350, -4.27927], [-2.09110, -2.50306, -2.99059], [0.76132, -0.61108, -4.87836], [1.52615, 0.58329, -5.19129], [0.99093, -1.76228, -5.72404], [3.13476, -2.17686, -2.21917], [3.41099, -0.73254, -2.33395], [4.24475, -2.86702, -1.56553], [0.42792, -5.62275, -0.59127], [1.20364, -4.35644, 0.36583], [2.19350, -5.64018, -0.36723], [0.66957, -5.43429, -3.17211], [2.42385, -5.57579, -2.93976], [1.75121, -4.16194, -3.76657], [-1.98355, 0.31759, -4.86941], [-3.00582, 0.02380, -3.44682], [-3.21333, -0.95728, -4.91294], [-1.33782, -3.23813, -2.71939], [-2.86046, -2.99734, -3.58822], [-2.53771, -2.11229, -2.07513], [1.32503, 1.34587, -4.44322], [1.23789, 0.96604, -6.17504], [2.60245, 0.37575, -5.20517], [0.25071, -2.53105, -5.50529], [1.99465, -2.17966, -5.57355], [0.88962, -1.48051, -6.77610], [2.54427, -0.20341, -2.72643], [4.24102, -0.59036, -3.03073], [3.66688, -0.29613, -1.36298], [4.00844, -3.92322, -1.43536], [4.47468, -2.43078, -0.58659], [5.13183, -2.78812, -2.19793], [-3.16312, 8.37831, 0.44250], [-3.15041, 7.58152, -0.72388], [-3.76692, 8.26758, -2.15978], [-2.59632, 6.28271, -0.59601], [-2.60315, 5.33227, -1.65244], [-2.08809, 4.07586, -1.45601], [-1.53881, 3.63097, -0.30585], [-1.50825, 4.52790, 0.69187], [-2.00097, 5.81206, 0.61207], [-3.77268, 9.17051, 0.30392], [-3.40895, 7.86529, 1.28039], [-3.03101, 5.61281, -2.60541], [-2.10996, 3.34982, -2.26464], [-1.04578, 4.18881, 1.61555], [-1.88614, 6.46264, 1.46903], [1.90155, -1.97589, 2.65888], [0.83432, -1.47070, 3.33949], [-0.29649, -1.13739, 2.82931], [-1.17028, -0.68802, 3.80151], [-2.46887, -0.25449, 3.55118], [-3.23744, 0.19324, 4.61263], [-2.73071, 0.20849, 5.91322], [-1.43983, -0.22965, 6.17502], [-0.67122, -0.67817, 5.11197], [0.95803, -1.29132, 5.10423], [1.85562, -1.83035, 1.65149], [2.79896, -1.72731, 3.04706], [-2.83866, -0.28396, 2.53071], [-4.24640, 0.54062, 4.42897], [-3.34712, 0.56880, 6.72776], [-1.04235, -0.21586, 7.18234], [-3.17216, -4.86217, 1.77317], [-1.95101, -4.35493, 1.33170], [-1.86493, -3.11973, 0.71610], [-3.00239, -2.30195, 0.50813], [-4.23005, -2.83085, 0.98297], [-4.30397, -4.07267, 1.59482], [-2.82911, -1.06138, -0.03188], [-3.85553, -0.42708, -0.67954], [-4.88786, -1.07575, -1.40473], [-5.81162, -0.36598, -2.15725], [-5.76812, 1.02315, -2.23065], [-4.76429, 1.68382, -1.52461], [-3.83620, 0.98341, -0.77348], [-3.23363, -5.82714, 2.26160], [-1.04434, -4.93012, 1.49338], [-0.89932, -2.72714, 0.42066], [-5.12952, -2.23367, 0.89728], [-5.26690, -4.42244, 1.95426], [-4.94463, -2.15783, -1.38876], [-6.57625, -0.91235, -2.70168], [-6.49395, 1.57590, -2.81393], [-4.69889, 2.76591, -1.55729], [-3.06365, 1.53523, -0.25010]],
  "lowdin_spin": [0.001, 0.000, 0.000, 0.000, 0.000, 0.000, 0.000, 0.000, 0.000, 0.000, 0.000, 0.000, 0.000, 0.000, 0.000, 0.000, 0.000, 0.000, 0.000, 0.000, 0.000, 0.000, 0.000, 0.000, 0.000, 0.000, 0.000, 0.000, 0.000, 0.000, 0.000, 0.000, 0.000, 0.000, 0.000, 0.000, 0.000, 0.000, 0.000, 0.000, 0.000, 0.000, 0.000, 0.000, 0.000, 0.000, 0.000, 0.000, 0.000, 0.000, 0.000, 0.000, 0.000, 0.000, 0.072, 0.249, 0.205, 0.101, 0.079, 0.018, 0.140, 0.010, 0.088, 0.007, 0.010, 0.008, -0.001, -0.002, 0.010, 0.000, 0.000, 0.000, 0.000, 0.000, 0.000, 0.000, 0.000, 0.000, 0.000, 0.000, 0.000, 0.000, 0.000, 0.000, 0.000, 0.000, 0.000, 0.000, 0.000, 0.000, 0.000, 0.000, 0.000, 0.000, 0.000, 0.000, 0.000, 0.000, 0.000, 0.000, 0.000, 0.000, 0.000, 0.000, 0.000, 0.000, 0.001, 0.000]
}